Entry 1:
{"formula": "C2H10O2", "method": "the ωB97M-V functional and the def2-TZVPD basis", "gap_ev": 11.773, "smiles": "CC.O.O", "total_energy_ev": -6330.1445, "lumo_energy_ev": 0.63, "symbols": ["C", "C", "H", "H", "H", "H", "H", "H", "H", "H", "O", "H", "H", "O"], "positions_angstrom": [[0.24397, 2.90086, -2.26832], [0.57516, 1.63894, -1.58647], [-0.84286, 3.13839, -2.40705], [0.58404, 2.88733, -3.27425], [0.54289, 3.66121, -1.58018], [1.14834, 1.63363, -0.68348], [-0.40902, 1.22402, -1.29736], [1.08733, 0.79623, -2.15042], [2.74588, -0.70904, 4.28942], [1.83999, 0.20967, 3.53487], [2.58414, 0.23044, 4.08722], [-2.85599, -3.42347, -0.77959], [-3.67120, -4.42215, -1.37710], [-3.21966, -4.25977, -0.48049]], "forces_ev_per_angstrom": [[-1.398, 0.970, -0.103], [-1.235, -3.851, 0.070], [0.581, -0.817, 0.391], [1.024, 0.804, -0.673], [0.797, 1.230, -0.474], [0.385, 0.847, 0.623], [0.558, -0.436, 0.182], [-0.711, 1.253, -0.015], [0.005, 0.634, -0.050], [-1.672, 0.096, -1.248], [1.665, -0.730, 1.296], [0.622, 0.560, 0.748], [0.545, -0.509, 2.102], [-1.165, -0.049, -2.851]]}


Entry 2:
{"formula": "C22H41N2O5S", "method": "the ωB97M-V functional and the def2-TZVPD basis", "charge": 1, "gap_ev": 7.586, "total_energy_ev": -47513.0400, "lumo_energy_ev": -3.96, "symbols": ["C", "C", "C", "C", "N", "C", "C", "O", "C", "C", "O", "S", "C", "C", "C", "C", "C", "O", "O", "N", "C", "C", "C", "C", "C", "C", "C", "C", "O", "C", "H", "H", "H", "H", "H", "H", "H", "H", "H", "H", "H", "H", "H", "H", "H", "H", "H", "H", "H", "H", "H", "H", "H", "H", "H", "H", "H", "H", "H", "H", "H", "H", "H", "H", "H", "H", "H", "H", "H", "H", "H"], "positions_angstrom": [[1.41613, -4.28984, -0.32542], [1.65576, -2.92397, -1.25323], [3.16205, -2.30736, -1.03969], [3.29032, -1.33346, 0.31401], [2.26190, -0.23808, 0.13823], [2.29482, 0.78724, 1.25000], [3.73943, 1.48858, 1.66264], [3.92831, 2.70363, 0.81513], [4.86434, 2.44052, -0.28919], [6.43230, 2.96205, -0.09400], [4.40563, 1.84361, -1.40442], [1.43470, 2.26517, 0.39707], [-0.14376, 2.45299, 1.38835], [-1.35920, 3.48787, 1.01216], [-2.36106, 2.89555, -0.14606], [-1.63991, 1.93258, -1.25983], [-0.68613, 2.75400, -2.34363], [-0.84587, 4.06532, -2.62363], [0.43596, 2.08283, -3.07393], [0.02877, 1.55001, 2.40848], [1.25482, 0.65195, 2.52180], [0.82227, -0.83289, 3.06674], [-0.10716, -1.70843, 2.03857], [-1.66048, -1.19505, 1.90070], [-2.60890, -2.21049, 0.97051], [-3.53510, -1.23081, 0.03774], [-4.85321, -1.94983, -0.62809], [-5.49149, -0.82491, -1.68867], [-5.18041, -1.12563, -3.09373], [-4.40492, -0.05735, -3.74191], [0.26284, -4.57547, -0.23896], [1.92049, -4.20591, 0.74130], [1.92444, -5.21959, -0.85538], [1.61113, -3.31726, -2.37911], [0.78741, -2.14240, -1.15312], [3.93206, -3.18396, -0.90734], [3.44846, -1.66768, -2.00027], [4.41564, -0.94774, 0.29371], [3.07791, -2.02129, 1.25067], [2.28398, 0.19830, -0.80944], [4.64959, 0.75348, 1.63715], [3.68941, 1.90501, 2.78008], [6.38828, 3.81401, 0.73283], [7.07852, 2.04204, 0.23782], [6.75919, 3.43868, -1.11937], [-0.96473, 4.58140, 0.75443], [-2.02346, 3.60242, 1.99472], [-3.23581, 2.24576, 0.33902], [-2.92796, 3.74957, -0.75627], [-1.08095, 0.99052, -0.79555], [-2.51846, 1.46630, -1.91848], [1.08694, 1.68085, -2.42703], [-0.69347, 1.40020, 3.14735], [1.78454, 1.11159, 3.48719], [1.79533, -1.48292, 3.27809], [0.27822, -0.74759, 4.12333], [-0.16327, -2.80921, 2.49689], [0.32391, -1.83535, 0.95871], [-1.62168, -0.17675, 1.28335], [-2.14104, -1.04327, 2.97914], [-1.87980, -2.78880, 0.22953], [-3.20180, -2.97778, 1.62587], [-3.95580, -0.36147, 0.73891], [-2.90680, -0.67676, -0.81029], [-5.66995, -2.06911, 0.22925], [-4.64508, -2.97000, -1.16230], [-6.67704, -0.79853, -1.60653], [-5.11126, 0.21189, -1.30253], [-3.27233, -0.37611, -3.94439], [-4.48510, 0.99512, -3.23675], [-4.87242, 0.07201, -4.83290]], "forces_ev_per_angstrom": [[0.031, -0.258, -0.324], [0.331, -1.371, -0.768], [-0.362, 0.392, 0.310], [0.499, -1.351, -1.862], [1.083, -0.010, 2.192], [-1.437, 1.892, -0.752], [-0.091, 0.111, 1.439], [2.622, -2.381, -1.060], [-1.606, -2.393, -4.966], [-1.781, 0.533, 0.126], [2.756, 3.711, 7.370], [-2.338, 1.013, 0.718], [2.594, -2.262, 0.369], [-0.655, 0.003, 1.184], [-0.562, -0.668, -1.006], [-0.312, -0.401, -1.011], [0.974, 5.965, -1.431], [0.563, -8.859, 2.035], [-2.212, 0.946, 2.769], [-1.395, 1.498, -1.778], [1.137, -0.727, 2.645], [-0.083, -0.911, -0.528], [-0.939, -1.148, 0.497], [0.301, -0.017, -0.538], [1.160, 0.988, -0.645], [-0.759, -0.073, 0.460], [-0.507, 1.425, 0.042], [-0.960, -0.807, 1.012], [1.093, 2.360, 1.466], [0.069, 0.050, -2.136], [2.528, 0.810, -0.020], [-1.248, -0.045, -2.102], [-0.952, 2.048, 1.055], [0.050, 0.988, 2.400], [1.841, -1.396, 0.037], [-1.505, 1.710, -0.404], [-0.466, -1.310, 2.112], [-2.355, -0.731, 0.337], [0.344, 1.735, -1.734], [0.466, -0.406, 1.260], [-1.822, 1.381, -0.307], [-0.068, -0.926, -2.543], [0.271, -2.029, -1.730], [-1.226, 1.906, -0.740], [-0.567, -1.285, 2.116], [-0.419, -2.726, 0.409], [1.590, -0.248, -2.003], [2.134, 1.324, -0.847], [1.621, -1.593, 1.593], [-0.978, 2.188, -1.013], [1.920, 1.037, 1.296], [-1.331, 0.560, -0.770], [0.693, 0.276, -0.920], [-0.773, -0.819, -2.239], [-1.874, 1.709, -0.495], [1.077, 0.046, -2.319], [0.210, 2.330, -0.934], [-0.519, 0.518, 2.198], [-0.273, -1.965, 1.547], [0.964, -0.149, -2.339], [-1.556, 0.980, 1.690], [1.024, 1.599, -1.355], [0.841, -1.765, -1.445], [-1.103, -1.446, 1.809], [1.845, -0.054, -1.822], [-0.347, 2.047, 1.034], [2.490, -0.189, -0.106], [-0.563, -1.701, -1.093], [-2.331, 0.677, 0.820], [0.153, -2.086, -0.640], [0.998, -0.251, 2.377]]}


Entry 3:
{"formula": "C3H5Cl2NS", "method": "the ωB97M-V functional and the def2-TZVPD basis", "gap_ev": [7.960, 7.962], "smiles": "[S-]/[NH+]=C\\Cl.C=CCl", "total_energy_ev": -40559.6282, "lumo_energy_ev": [-0.36, -0.36], "symbols": ["C", "C", "C", "N", "S", "Cl", "Cl", "H", "H", "H", "H", "H"], "positions_angstrom": [[-1.27322, -0.21591, -0.93729], [-0.49374, 0.37399, -0.03773], [2.98632, -0.41329, 1.13147], [3.19290, 0.88814, 0.91517], [3.53422, 1.85718, -0.37181], [-0.81248, 0.23323, 1.72427], [3.34239, -1.57002, -0.03903], [-1.08727, -0.13310, -2.03950], [-2.12699, -0.87452, -0.78133], [0.32539, 1.01664, -0.20354], [3.10763, -0.71340, 2.22990], [3.12625, 1.53874, 1.77470]], "forces_ev_per_angstrom": [[0.355, -0.092, -1.270], [-1.721, -0.984, 0.774], [1.769, 1.932, 1.961], [-0.723, -0.136, 2.549], [0.037, -0.110, -1.090], [0.172, -0.016, -1.020], [-0.305, 0.093, -0.242], [0.268, 0.317, 1.217], [0.261, 0.297, 0.725], [0.777, 0.495, -0.434], [-0.793, 0.252, -1.830], [-0.099, -2.049, -1.341]]}


Entry 4:
{"formula": "C36H40IrN8O3S", "method": "the ωB97M-V functional and the def2-TZVPD basis", "charge": 4, "gap_ev": [8.258, 4.753], "multiplicity": 6, "total_energy_ev": -69676.9919, "lumo_energy_ev": [-10.24, -14.08], "symbols": ["Ir", "C", "N", "C", "C", "O", "C", "O", "C", "C", "O", "N", "C", "C", "H", "H", "H", "H", "H", "H", "H", "H", "H", "H", "H", "H", "H", "H", "H", "H", "N", "C", "C", "C", "C", "C", "N", "C", "C", "C", "C", "C", "N", "H", "H", "H", "H", "H", "H", "H", "H", "H", "N", "C", "C", "C", "C", "N", "C", "C", "H", "H", "H", "H", "N", "S", "C", "C", "C", "C", "C", "C", "C", "C", "C", "C", "C", "C", "H", "H", "H", "H", "H", "H", "H", "H", "H", "H", "H"], "positions_angstrom": [[0.95915, -0.61147, -0.93696], [0.91389, 4.50376, 1.37192], [0.53585, 3.60150, 0.27561], [-0.27122, 4.22795, -0.77722], [0.98858, 2.37424, 0.14780], [0.71144, 1.65341, -0.85157], [1.88287, 1.81260, 1.23587], [2.09945, 0.45220, 0.92112], [2.76696, -0.29333, 1.92724], [2.49104, -1.76320, 1.65321], [1.80141, -2.08286, 0.65152], [2.99680, -2.64495, 2.48663], [3.69358, -2.27579, 3.72517], [2.80936, -4.08397, 2.27451], [0.05295, 5.11889, 1.62374], [1.72026, 5.16458, 1.05329], [1.22721, 3.96316, 2.25889], [-1.26939, 4.44290, -0.39582], [-0.33783, 3.57446, -1.63909], [0.19404, 5.16760, -1.07158], [1.40281, 1.90394, 2.21325], [2.83302, 2.35655, 1.26042], [2.39225, -0.02046, 2.91755], [3.84226, -0.09889, 1.89460], [4.26751, -1.35917, 3.61836], [4.38463, -3.07327, 3.98375], [2.98502, -2.16628, 4.54690], [2.25611, -4.25913, 1.35974], [2.27062, -4.51382, 3.11867], [3.78326, -4.56641, 2.20965], [-1.03879, -1.91539, -3.62094], [-1.33860, -2.47824, -2.39699], [-2.35687, -3.44455, -2.41053], [-2.71289, -4.06684, -1.23403], [-2.03544, -3.71667, -0.07408], [-1.03817, -2.74935, -0.14036], [-0.68773, -2.12532, -1.27195], [-0.26390, -0.88096, -4.04744], [-0.29306, -0.62384, -5.43973], [0.44619, 0.42131, -5.94151], [1.19239, 1.18248, -5.05036], [1.17420, 0.85229, -3.68762], [0.47167, -0.15395, -3.18406], [-1.55323, -2.34947, -4.38136], [-2.85917, -3.69090, -3.33909], [-3.49913, -4.81065, -1.22137], [-2.26500, -4.19325, 0.86930], [-0.46821, -2.47877, 0.73752], [-0.89006, -1.24556, -6.09746], [0.44267, 0.64237, -7.00115], [1.78243, 2.02153, -5.39420], [1.74267, 1.43263, -2.97496], [7.41700, -2.88937, -4.28396], [6.43892, -2.56078, -3.78027], [5.21632, -2.13782, -3.15768], [4.09882, -2.96864, -3.15158], [2.94530, -2.51794, -2.54249], [2.85953, -1.31489, -1.96204], [3.93773, -0.51760, -1.96723], [5.13258, -0.88638, -2.55111], [4.13442, -3.94633, -3.61189], [2.06218, -3.14422, -2.50677], [3.83685, 0.44685, -1.48326], [5.98364, -0.21946, -2.53832], [-1.51597, 0.60753, 0.93217], [-2.92481, 0.33545, 1.65268], [-2.73879, 0.92646, 3.30907], [-2.51797, 2.28404, 3.52623], [-2.39078, 2.70521, 4.83747], [-2.46638, 1.78614, 5.88438], [-2.71818, 0.44167, 5.63826], [-2.85683, -0.00558, 4.33172], [-4.22954, 1.28738, 0.90003], [-4.22800, 1.45319, -0.48067], [-5.25541, 2.18177, -1.05621], [-6.28173, 2.68707, -0.26332], [-6.28222, 2.47814, 1.10868], [-5.25760, 1.75855, 1.70704], [-1.62445, 0.95307, -0.02733], [-2.48544, 2.99147, 2.70673], [-2.25054, 3.75699, 5.04928], [-2.32992, 2.12675, 6.90240], [-2.82596, -0.25334, 6.45988], [-3.06873, -1.04653, 4.12172], [-3.44832, 1.02969, -1.10480], [-5.26368, 2.34614, -2.12511], [-7.09749, 3.22728, -0.72512], [-7.08393, 2.86977, 1.71998], [-5.25647, 1.59463, 2.77665]], "forces_ev_per_angstrom": [[0.427, -0.044, 0.052], [0.055, 0.027, -0.058], [0.026, 0.117, -0.068], [0.002, 0.012, -0.023], [0.004, -0.036, 0.033], [-0.164, -0.147, -0.112], [0.054, -0.056, -0.051], [0.054, -0.061, 0.025], [-0.053, -0.031, -0.035], [0.052, -0.037, -0.013], [-0.264, 0.046, -0.048], [0.022, -0.095, 0.000], [0.010, 0.017, 0.059], [-0.017, -0.072, 0.034], [-0.024, -0.028, 0.016], [0.010, -0.010, -0.021], [-0.028, -0.022, 0.006], [0.004, -0.004, 0.024], [0.005, -0.023, 0.014], [0.019, -0.001, 0.014], [-0.030, -0.034, 0.014], [-0.016, 0.053, 0.024], [-0.009, 0.020, 0.005], [0.011, 0.031, 0.013], [0.019, -0.017, -0.052], [0.035, -0.001, -0.054], [-0.032, -0.001, -0.017], [0.001, 0.033, -0.014], [-0.013, 0.046, 0.014], [0.021, 0.033, -0.010], [0.035, 0.141, -0.060], [-0.122, -0.150, 0.182], [0.053, 0.056, -0.119], [-0.022, -0.026, 0.089], [0.015, 0.045, -0.059], [-0.105, -0.150, 0.024], [0.206, 0.098, -0.033], [0.023, -0.042, -0.135], [-0.008, -0.047, 0.004], [0.041, 0.054, -0.048], [-0.030, -0.042, 0.014], [-0.021, 0.031, -0.095], [-0.085, 0.093, 0.139], [-0.012, -0.033, 0.026], [0.019, -0.008, 0.016], [0.026, -0.009, -0.014], [0.032, 0.025, 0.005], [-0.010, 0.005, -0.010], [-0.003, 0.005, 0.028], [0.000, -0.005, 0.014], [0.021, -0.006, 0.037], [0.007, 0.014, -0.018], [-0.057, 0.010, 0.033], [0.016, -0.001, -0.024], [0.068, -0.006, -0.022], [0.017, -0.017, -0.011], [0.027, 0.002, 0.027], [-0.087, 0.212, 0.090], [0.029, -0.071, -0.029], [0.001, -0.002, 0.003], [-0.005, 0.000, 0.012], [-0.008, 0.018, 0.020], [-0.026, -0.018, 0.005], [-0.008, -0.002, 0.005], [0.117, -0.001, 0.068], [-0.143, 0.347, 0.066], [-0.001, -0.257, -0.174], [-0.005, 0.034, 0.119], [0.031, 0.039, -0.008], [0.002, -0.061, -0.039], [0.005, 0.071, 0.019], [-0.041, 0.007, 0.039], [-0.021, -0.088, 0.011], [0.049, 0.057, 0.014], [-0.005, -0.052, -0.007], [-0.011, -0.031, -0.024], [-0.041, -0.057, -0.015], [0.063, 0.084, 0.060], [-0.186, -0.013, 0.012], [0.004, -0.031, -0.007], [0.052, -0.017, 0.019], [-0.103, 0.017, 0.004], [0.050, -0.001, -0.005], [0.012, 0.017, 0.000], [-0.018, 0.023, -0.014], [-0.033, -0.018, 0.004], [0.034, 0.053, 0.017], [-0.007, -0.019, -0.006], [-0.014, 0.010, -0.017]]}